Entry 1:
The following is a quantum chemistry calculation of 2 unconnected molecules or ions with the total composition C3H2BrClO3 in a non-equilibrium geometry, from OMol25.

Geometry as XYZ:
```
10
Properties=species:S:1:pos:R:3:lowdin_charge:R:1
O -2.2232 0.5343 -1.6749 0.20
C -1.5848 0.0686 -0.8085 -0.50
O -1.2734 -1.2588 -0.6118 0.10
C -0.5061 -1.3741 0.4955 -0.07
C -0.3267 -0.1089 0.9989 -0.76
Cl 0.5559 0.3132 2.3495 0.77
O -0.9431 0.7784 0.1862 0.10
H -0.2052 -2.3650 0.5768 0.12
Br 3.2078 1.1029 -0.3646 0.30
H 3.2988 2.3094 -1.1470 -0.26
```

Output
SMILES: O=c1occ(Cl)o1.Br
energy above the lowest of the compared OMol25 structures with the same formula, charge and spin: 0.00 kcal per mole
HOMO-LUMO gap: 0.3534 Ha
highest occupied orbital energy: -9.2 eV

---

Entry 2:
The following is a quantum chemistry calculation of C4H9NO in the gas phase, from OMol25.

Geometry as XYZ:
```
15
Properties=species:S:1:pos:R:3:lowdin_charge:R:1
C 2.4006 1.0027 0.6248 -0.07
C 1.1549 0.4340 0.0344 -0.25
N 0.1710 0.0537 0.7465 0.06
C -0.4435 -1.1099 0.1324 -0.31
O -1.8252 -1.2171 0.0567 -0.17
C -2.5651 -0.0833 -0.3344 -0.11
H 2.2061 1.8969 1.2163 0.08
H 2.7941 0.2290 1.2989 0.08
H 3.1501 1.1894 -0.1483 0.07
H 1.1840 0.2176 -1.0469 0.11
H 0.0790 -1.2732 -0.8368 0.11
H -0.1303 -1.9351 0.7826 0.13
H -3.3994 -0.4352 -0.9525 0.09
H -1.9665 0.6326 -0.9120 0.08
H -2.9698 0.4246 0.5515 0.09
```

Output
SMILES: C/C=N/COC
energy above the lowest of the compared OMol25 structures with the same formula, charge and spin: 59.61 kcal per mole
HOMO-LUMO gap: 0.3816 Ha
highest occupied orbital energy: -9.3 eV